# 1
DFT (ωB97M-V/def2-TZVPD) results for a cluster of 4 separate species, C22H48BN2O12PS3 in total in a non-equilibrium geometry.

Atoms and positions in Å:
C 1.46 -1.17 2.56
C 1.03 -1.64 1.18
O -0.36 -1.81 0.99
C -1.15 -0.78 1.53
C -2.52 -0.85 0.88
C -2.73 0.06 -0.34
C -3.68 -0.55 -1.38
C -1.42 0.14 -1.02
N -0.41 0.23 -1.59
C -3.15 1.53 -0.01
C -2.00 2.26 0.43
N -1.07 2.86 0.83
B -3.64 2.28 -1.36
O -4.82 2.97 -1.40
O -2.89 2.17 -2.50
C -1.95 3.23 -2.68
P -4.44 1.80 1.34
C -3.45 1.70 2.91
C -5.61 0.36 1.32
C -5.89 -0.17 2.72
H 2.42 -1.55 2.84
H 1.49 -0.09 2.59
H 0.77 -1.50 3.32
H 1.43 -1.00 0.39
H 1.46 -2.61 1.01
H -1.29 -0.96 2.59
H -0.70 0.20 1.44
H -3.27 -0.71 1.64
H -2.63 -1.87 0.53
H -3.62 -1.62 -1.35
H -3.42 -0.22 -2.37
H -4.70 -0.25 -1.20
H -4.73 3.83 -0.99
H -2.21 4.12 -2.12
H -0.98 2.90 -2.31
H -1.86 3.47 -3.72
H -2.65 0.98 2.88
H -4.11 1.55 3.75
H -3.01 2.67 3.01
H -5.22 -0.48 0.76
H -6.53 0.65 0.86
H -6.50 0.50 3.30
H -4.98 -0.42 3.25
H -6.42 -1.11 2.61
C 6.87 -5.36 5.13
C 6.42 -4.50 3.97
O 5.11 -4.88 3.48
S 3.85 -4.41 4.32
C 2.63 -4.76 3.10
O 3.93 -2.99 4.52
O 3.66 -5.29 5.43
H 6.26 -5.18 6.02
H 7.91 -5.14 5.38
H 6.79 -6.42 4.88
H 6.42 -3.44 4.23
H 7.09 -4.63 3.12
H 2.80 -4.12 2.24
H 1.66 -4.55 3.54
H 2.70 -5.81 2.82
C 2.28 3.63 2.42
C 2.27 2.86 1.12
O 3.45 3.12 0.32
S 4.80 2.39 0.74
C 5.69 2.71 -0.74
O 4.55 0.99 0.85
O 5.41 3.10 1.82
H 3.07 3.27 3.09
H 1.32 3.51 2.93
H 2.46 4.69 2.25
H 2.17 1.79 1.28
H 1.43 3.17 0.51
H 5.21 2.20 -1.57
H 6.70 2.33 -0.60
H 5.72 3.79 -0.90
C -1.36 -0.31 -4.76
C -1.44 1.03 -5.47
O -0.89 0.97 -6.81
S -1.80 0.32 -7.95
C -0.86 0.89 -9.32
O -3.08 0.96 -7.94
O -1.70 -1.10 -7.87
H -2.02 -1.04 -5.21
H -1.65 -0.18 -3.72
H -0.35 -0.71 -4.79
H -2.46 1.40 -5.50
H -0.83 1.76 -4.95
H -0.90 1.98 -9.35
H -1.31 0.47 -10.22
H 0.16 0.54 -9.22

## Properties
Orbital gap   9.221 eV
LUMO   0.344 eV
Structure (SMILES)   CCOCC[C@](C)(C#N)[C@@](C#N)(B(O)OC)P(C)CC.CCOS(C)(=O)=O.CCOS(C)(=O)=O.CCOS(C)(=O)=O
Total charge   0



# 2
DFT (ωB97M-V/def2-TZVPD) results for a structure of composition C22H48O14S5 in a non-equilibrium geometry.

Atoms and positions in Å:
C -0.20 2.36 -3.21
C -0.16 1.42 -1.98
C -0.95 2.10 -0.83
O -1.82 1.04 -0.41
C -1.65 -0.12 -1.17
O -2.35 -1.14 -1.01
O -0.85 0.15 -2.16
H -1.19 2.45 -3.65
H 0.48 2.07 -4.02
H 0.06 3.36 -2.86
H 0.87 1.24 -1.66
H -1.55 2.95 -1.16
H -0.21 2.32 -0.06
C -2.66 -2.56 0.33
C -3.92 -1.86 0.71
C -4.00 -0.45 0.18
O -4.73 -0.58 -0.98
C -5.34 -1.78 -0.97
O -6.10 -2.27 -1.79
O -4.96 -2.48 0.12
H -2.56 -3.50 0.87
H -1.82 -1.91 0.57
H -2.54 -2.85 -0.72
H -4.06 -1.89 1.79
H -3.03 -0.03 -0.06
H -4.53 0.18 0.90
C 1.75 1.82 2.58
C 2.02 0.36 2.61
C 3.08 -0.25 3.51
O 2.49 -1.33 4.21
C 1.14 -1.27 4.02
O 0.33 -2.08 4.53
O 0.83 -0.20 3.23
H 1.79 2.30 3.56
H 0.80 1.98 2.07
H 2.53 2.28 1.98
H 2.22 -0.03 1.61
H 3.53 0.43 4.25
H 3.92 -0.68 2.98
C 1.36 -1.36 -2.42
S 1.33 0.19 -3.41
O 2.45 1.03 -2.77
C 2.14 -0.54 -4.89
H 0.78 -2.12 -2.95
H 0.86 -1.16 -1.47
H 2.35 -1.76 -2.20
H 2.63 0.24 -5.47
H 1.48 -1.02 -5.62
H 2.90 -1.24 -4.55
C -0.06 -2.18 1.64
S 0.59 -0.66 1.00
O 0.75 -0.85 -0.51
C -0.85 0.51 1.31
H 0.18 -2.42 2.67
H 0.27 -3.01 1.01
H -1.15 -2.16 1.58
H -1.75 0.13 0.82
H -0.68 1.51 0.93
H -1.13 0.65 2.35
C 4.48 1.39 -0.90
S 3.19 0.36 -0.16
O 3.52 0.41 1.33
C 1.70 1.44 -0.48
H 5.46 1.30 -0.43
H 4.27 2.46 -0.85
H 4.51 1.11 -1.95
H 1.88 1.91 -1.45
H 1.63 2.18 0.32
H 0.74 0.94 -0.51
C -0.76 2.54 3.00
S 0.30 3.25 1.70
O 1.68 3.57 2.35
C -0.49 4.89 1.66
H -1.78 2.58 2.62
H -0.61 3.23 3.83
H -0.42 1.52 3.21
H -1.26 4.92 0.89
H 0.36 5.50 1.36
H -0.94 5.19 2.61
C -2.07 -4.21 -1.47
S -0.88 -3.57 -0.23
O -0.25 -4.85 0.32
C 0.25 -2.73 -1.47
H -2.89 -4.68 -0.93
H -1.68 -5.00 -2.11
H -2.46 -3.35 -2.02
H 0.97 -2.11 -0.93
H -0.27 -2.07 -2.16
H 0.76 -3.46 -2.10

## Properties
Orbital gap   7.016 eV
LUMO   -0.218 eV
Total charge   0
ΔE to the lowest compared entry with this formula, charge and spin   4018.52 kJ/mol



# 3
DFT (ωB97M-V/def2-TZVPD) results for a structure of composition C22H49AlIN2O3P2S2Si in a non-equilibrium geometry.

Atoms and positions in Å:
Al -0.34 0.19 0.68
C 2.65 0.86 -3.66
P 1.80 1.34 -2.10
C 3.25 1.25 -0.96
C 1.75 3.19 -2.27
C 1.26 3.72 -0.94
P -0.09 2.62 -0.30
C -0.74 3.74 1.01
C -1.35 2.88 -1.60
H 3.56 1.44 -3.81
H 1.98 1.02 -4.50
H 2.89 -0.20 -3.60
H 4.03 1.94 -1.27
H 3.63 0.23 -0.97
H 2.92 1.49 0.05
H 1.05 3.43 -3.07
H 2.73 3.60 -2.54
H 0.86 4.74 -1.02
H 2.06 3.73 -0.20
H -1.10 4.67 0.57
H 0.06 3.97 1.72
H -1.55 3.27 1.55
H -1.19 3.86 -2.07
H -2.35 2.87 -1.16
H -1.28 2.10 -2.35
C -1.36 -4.53 2.60
C -1.80 -3.10 2.31
C -3.10 -3.13 1.53
C -1.94 -2.34 3.63
O -0.79 -2.39 1.54
Si 0.19 -3.01 0.39
S 1.22 -1.16 -0.07
O -0.62 -3.45 -0.91
C -0.46 -4.52 -1.86
C 1.01 -4.66 -2.27
C -1.30 -4.13 -3.08
C -0.97 -5.79 -1.21
O 1.21 -4.17 0.82
C 2.43 -4.32 1.54
C 3.58 -3.82 0.67
C 2.58 -5.82 1.79
C 2.38 -3.54 2.85
H -2.08 -5.01 3.25
H -0.39 -4.55 3.09
H -1.29 -5.09 1.66
H -3.76 -3.90 1.92
H -2.89 -3.35 0.49
H -3.62 -2.17 1.58
H -2.71 -2.80 4.24
H -2.21 -1.30 3.45
H -1.00 -2.37 4.19
H 1.40 -3.70 -2.59
H 1.09 -5.37 -3.09
H 1.60 -5.03 -1.44
H -0.91 -3.21 -3.52
H -2.34 -3.98 -2.80
H -1.24 -4.93 -3.82
H -0.39 -6.00 -0.31
H -0.88 -6.63 -1.89
H -2.02 -5.67 -0.93
H 3.66 -4.41 -0.24
H 4.53 -3.89 1.21
H 3.41 -2.78 0.40
H 2.57 -6.36 0.84
H 1.75 -6.19 2.39
H 3.51 -6.03 2.30
H 2.11 -2.51 2.65
H 3.36 -3.56 3.33
H 1.65 -3.97 3.53
I -2.85 0.49 0.65
C 1.87 1.48 5.43
N 2.51 0.81 4.33
C 3.81 0.37 4.28
C 4.02 -0.15 3.05
N 2.85 -0.01 2.35
C 1.93 0.57 3.14
S 0.30 0.95 2.82
H 2.53 1.49 6.29
H 0.94 0.96 5.69
H 1.61 2.50 5.15
H 4.45 0.45 5.13
H 4.89 -0.61 2.61
H 2.63 -0.34 1.40

## Properties
Orbital gap   8.818 eV
LUMO   -1.875 eV
Total charge   +1
ΔE to the lowest compared entry with this formula, charge and spin   53.76 kJ/mol



What is the total charge in the third record? +1



Which of these has the lowest LUMO? C22H49AlIN2O3P2S2Si



Which value of LUMO does entry 2 give? -0.218 eV